# C2H4OS

A cluster of 2 separate species, C2H4OS in total in a non-equilibrium geometry (the ωB97M-V functional and the def2-TZVPD basis, the OMol25 dataset).

Results
gap between HOMO and LUMO: 10.269 eV
energy relative to the best compared isomer or geometry (same formula, charge and spin): 36.2 kcal per mole
electronic energy: -15019.894 eV
SMILES: C=C=O.S

Last column: natural (NBO) charge in e.
Geometry (Å):
S: -1.2835 2.3775 1.1285  -0.296
O: 2.4893 -1.5663 -0.7864  -0.448
C: 1.3781 -1.2877 -0.6329  0.733
C: 0.1441 -0.9625 -0.4885  -0.793
H: -0.0044 -0.3802 0.2930  0.239
H: -0.4295 1.8196 0.0936  0.163
H: -0.6498 -1.2004 -1.2012  0.270
H: -1.6443 1.1998 1.5939  0.132

=====

# C2H4OS

An isolated molecule of C2H4OS in a non-equilibrium geometry (the ωB97M-V functional and the def2-TZVPD basis, the OMol25 dataset).

Results
gap between HOMO and LUMO: 10.296 eV
energy relative to the best compared isomer or geometry (same formula, charge and spin): 16.5 kcal per mole
electronic energy: -15020.751 eV
SMILES: O=CCS

Last column: natural (NBO) charge in e.
Geometry (Å):
S: 1.5442 -0.1990 0.0216  -0.028
O: -2.2377 -0.3002 -0.2369  -0.503
C: -1.2159 -0.0526 0.3559  0.434
C: -0.0013 0.8015 -0.1072  -0.604
H: -0.9614 -0.4985 1.2970  0.104
H: 0.2410 1.4416 0.7472  0.240
H: 1.3541 -1.1017 -0.9273  0.123
H: -0.1364 1.2510 -1.0587  0.235

=====

# C2H4OS2

An isolated molecule of C2H4OS2 in a non-equilibrium geometry (the ωB97M-V functional and the def2-TZVPD basis, the OMol25 dataset).

Results
gap between HOMO and LUMO: 9.851 eV
energy relative to the best compared isomer or geometry (same formula, charge and spin): 14.0 kcal per mole
electronic energy: -25855.890 eV
SMILES: CSSC=O

Last column: natural (NBO) charge in e.
Geometry (Å):
S: 0.8733 -1.0767 -0.7444  -0.041
S: 0.6922 0.9481 -0.6860  0.101
O: 1.5071 -2.4419 1.5882  -0.487
C: -1.1164 1.0811 -0.6564  -0.774
C: 1.2187 -1.3948 1.1270  0.341
H: -1.5137 0.7340 -1.6361  0.229
H: -1.2275 2.2145 -0.4016  0.244
H: 1.0944 -0.2882 1.4388  0.147
H: -1.5282 0.2239 -0.0294  0.240

=====

# C2H4OS2

A cluster of 2 separate species, C2H4OS2 in total in a non-equilibrium geometry (the ωB97M-V functional and the def2-TZVPD basis, the OMol25 dataset).

Results
gap between HOMO and LUMO (spin up / spin down): 7.473 / 7.385 eV
energy relative to the best compared isomer or geometry (same formula, charge and spin): 115.4 kcal per mole
electronic energy: -25851.492 eV

Last column: natural (NBO) charge in e.
Geometry (Å):
S: 0.2086 -0.2779 0.4742  0.537
S: 3.4837 0.3409 -0.1874  0.700
O: 3.0254 -1.0519 -0.2803  -0.717
C: -1.4708 -0.5126 -0.2588  -0.818
C: 0.4758 1.2635 0.7084  -0.549
H: -1.9813 -1.4624 0.0325  0.238
H: -1.8755 0.4989 0.0387  0.227
H: -0.4191 1.8013 0.8352  0.147
H: -1.4468 -0.5998 -1.3625  0.236